No. 1
Computed, not measured: a 2-piece molecular cluster, C3H9NOS overall in a non-equilibrium geometry, with ωB97M-V/def2-TZVPD.

Computed properties:
Kohn-Sham gap, eV: 9.95
Energy above the lowest of the compared OMol25 structures with the same formula, charge and spin, kcal per mole: 12.43
Lowest unoccupied orbital energy, eV: 0.76

Structure (XYZ):
```
15
C3H9NOS, DFT ωB97M-V/def2-TZVPD
S 0.9775 0.7408 1.1645
O -0.6135 -2.4981 -0.2852
N -1.8069 -1.3016 1.2337
C 0.4427 1.8984 -1.3394
C -0.8032 -2.1624 0.8573
C 0.9170 0.6128 -0.6939
H 1.9177 0.3046 -0.9598
H 0.5344 1.8162 -2.4228
H -1.5205 -0.6204 1.9100
H 1.0015 2.7812 -1.0233
H 0.1318 -0.1215 -0.8366
H 2.1722 0.2138 1.3152
H -0.6111 2.0667 -1.1067
H -0.2762 -2.6692 1.6796
H -2.4634 -1.0613 0.5074
```

No. 2
Computed, not measured: a 2-piece molecular cluster, C3H9NOS overall in a non-equilibrium geometry, with ωB97M-V/def2-TZVPD.

Computed properties:
Kohn-Sham gap, eV: 9.94
Energy above the lowest of the compared OMol25 structures with the same formula, charge and spin, kcal per mole: 98.04
Lowest unoccupied orbital energy, eV: 0.31

Structure (XYZ):
```
15
C3H9NOS, DFT ωB97M-V/def2-TZVPD
S 0.3282 -1.3012 -0.4242
O 1.3842 -1.0048 -1.3675
N 0.5281 -2.2965 0.7059
C -0.3954 0.2626 0.1427
C 0.4564 0.8806 1.2007
C -0.7616 1.1117 -1.0328
H -0.7703 -1.7799 -1.1665
H 0.1299 1.2542 -1.6450
H -1.7845 -0.3489 0.7495
H 1.4778 -2.5911 0.8370
H 0.6486 0.1670 1.9971
H 1.4090 1.1594 0.7440
H -1.5192 0.6282 -1.6463
H -1.1318 2.0842 -0.7153
H 0.0006 1.7746 1.6206
```

No. 3
Computed, not measured: C3H9NOS2 in the gas phase in a non-equilibrium geometry, with ωB97M-V/def2-TZVPD.

Computed properties:
Kohn-Sham gap, eV: 9.11
Energy above the lowest of the compared OMol25 structures with the same formula, charge and spin, kcal per mole: 54.82
Lowest unoccupied orbital energy, eV: 0.14

Structure (XYZ):
```
16
C3H9NOS2, DFT ωB97M-V/def2-TZVPD
S -1.3833 -1.4977 -1.5450
S -2.6069 -3.0390 -0.5893
O 1.6868 2.2170 0.0445
N 1.2317 -0.5067 0.7331
C 0.4792 1.6188 0.1085
C -1.0077 -0.4808 -0.1431
C 0.4060 0.1738 -0.2613
H -1.7099 -4.1463 -0.2100
H -1.1540 -1.0436 0.8557
H 1.6630 0.3090 1.2580
H -0.3196 2.2141 -0.5117
H 0.2140 1.6984 1.1667
H 2.0847 -0.8691 0.2935
H 1.5738 3.2762 0.0916
H 0.7450 -0.1160 -1.3313
H -1.9027 0.1921 0.0401
```

No. 4
Computed, not measured: C3H9NOSi in the gas phase in a non-equilibrium geometry, with ωB97M-V/def2-TZVPD.

Computed properties:
Kohn-Sham gap (alpha / beta), eV: 8.34 / 8.23
Energy above the lowest of the compared OMol25 structures with the same formula, charge and spin, kcal per mole: 71.33
Lowest unoccupied orbital energy (alpha / beta), eV: -0.16 / -0.26

Structure (XYZ):
```
15
C3H9NOSi, DFT ωB97M-V/def2-TZVPD
Si 0.0598 0.3217 -0.2732
O -0.8705 2.8640 0.1816
N -0.9725 1.7354 -0.2848
C -0.4841 -0.2049 1.5664
C 1.8700 0.1228 -0.3229
C -0.9137 -0.9849 -1.2597
H 2.1800 1.1096 0.0160
H -0.7949 -1.2477 1.5485
H -0.5467 -1.8905 -0.7398
H 2.3623 0.0432 -1.3184
H -0.7058 -1.0687 -2.3608
H -2.0025 -0.7869 -1.3131
H 2.0249 -0.7050 0.3798
H 0.1183 0.1929 2.3252
H -1.3246 0.4989 1.8551
```

No. 5
Computed, not measured: C3H9NP2 in the gas phase in a non-equilibrium geometry, with ωB97M-V/def2-TZVPD.

Computed properties:
Kohn-Sham gap, eV: 9.25
Energy above the lowest of the compared OMol25 structures with the same formula, charge and spin, kcal per mole: 21.61
Lowest unoccupied orbital energy, eV: 0.98

Structure (XYZ):
```
15
C3H9NP2, DFT ωB97M-V/def2-TZVPD
P -0.0344 -1.7890 0.4275
P 1.4003 0.8623 0.0647
N -0.5998 -0.3934 1.2030
C -1.2311 0.9651 -0.9424
C -0.4266 0.7670 0.4100
C 1.6038 -0.9738 -0.2575
H 1.8542 -1.1890 -1.3850
H -1.1138 -0.4153 2.0847
H -0.4286 1.2795 -1.6849
H -2.0269 1.7064 -0.6844
H 2.4212 -1.4225 0.2158
H -1.5900 0.0341 -1.1915
H -0.4601 1.6886 1.0325
H -0.8577 -1.8947 -0.7427
H 1.4896 0.7747 1.4503
```

No. 6
Computed, not measured: C3H9NP2 in the gas phase in a non-equilibrium geometry, with ωB97M-V/def2-TZVPD.

Computed properties:
Kohn-Sham gap, eV: 8.77
Energy above the lowest of the compared OMol25 structures with the same formula, charge and spin, kcal per mole: 59.45
Lowest unoccupied orbital energy, eV: 0.05

Structure (XYZ):
```
15
C3H9NP2, DFT ωB97M-V/def2-TZVPD
P 2.2420 0.7071 0.3304
P -1.0491 1.1657 -0.7754
N 1.2485 -0.3447 -0.4759
C -0.9094 -1.7520 -1.0092
C -1.0577 1.8686 0.8107
C -0.1725 -0.4286 -0.3092
H -1.2128 -2.4251 -0.1241
H -0.5064 1.4004 1.6383
H -1.7990 -1.4796 -1.5869
H 1.3881 1.7790 0.3953
H 1.8679 -1.0165 -0.8256
H 2.0393 0.3707 1.6452
H -0.2070 -2.3158 -1.6703
H -1.4293 2.8315 1.0102
H -0.4425 -0.3607 0.9465
```

No. 7
Computed, not measured: C3H9NS in the gas phase in a non-equilibrium geometry, with ωB97M-V/def2-TZVPD.

Computed properties:
Kohn-Sham gap, eV: 9.51
Energy above the lowest of the compared OMol25 structures with the same formula, charge and spin, kcal per mole: 28.75
Lowest unoccupied orbital energy, eV: 0.96

Structure (XYZ):
```
14
C3H9NS, DFT ωB97M-V/def2-TZVPD
S 0.7201 1.2068 0.7270
N -0.2474 -1.3487 0.1936
C -0.6694 2.1356 -0.0095
C 0.0587 -0.3635 1.1524
C 0.8107 -1.6086 -0.9417
H -1.4026 2.6173 0.6300
H -0.7812 -0.0600 1.7688
H 0.7853 -0.7529 1.7724
H -1.1084 -1.1628 -0.2813
H -1.1372 1.4354 -0.5704
H 1.7536 -2.1654 -0.6998
H 0.2707 -2.2081 -1.7335
H -0.2127 2.9699 -0.5865
H 1.1599 -0.6950 -1.4216
```

No. 8
Computed, not measured: C3H9NS in the gas phase in a non-equilibrium geometry, with ωB97M-V/def2-TZVPD.

Computed properties:
Kohn-Sham gap, eV: 8.96
Energy above the lowest of the compared OMol25 structures with the same formula, charge and spin, kcal per mole: 46.00
Lowest unoccupied orbital energy, eV: 0.84

Structure (XYZ):
```
14
C3H9NS, DFT ωB97M-V/def2-TZVPD
S 1.5585 0.5980 0.9736
N -1.1897 -1.1843 -0.8260
C -0.7121 -0.4714 -1.9994
C -0.9331 -0.5430 0.5170
C -0.1734 0.7665 0.4791
H -2.0520 -1.6958 -0.9671
H -0.7174 -1.0813 -2.8605
H -0.7654 1.7284 0.8251
H 0.0242 1.2141 -0.4737
H -1.9950 -0.4925 0.9444
H -0.4994 -1.2667 1.1096
H 0.2973 -0.0508 -1.9712
H 1.5251 1.6202 1.8866
H -1.5138 0.2340 -2.2693
```